87
Properties=species:S:1:pos:R:3:mulliken_charge:R:1 method="wB97M-V/def2-TZVPD" largest_force_ha_per_bohr=0.027 homo_lumo_gap_ev=5.542 charge=-2 e_lumo_ev=3.613 energy_ha=-2423.0604
Sn 1.507 1.087 -1.310 1.485
C -2.082 -2.229 -2.360 -0.411
O -1.532 -2.600 -1.121 -0.381
C -0.180 -2.961 -1.151 -0.081
C 0.142 -4.122 -0.484 -0.315
C 1.453 -4.590 -0.463 -0.680
C 2.430 -3.858 -1.097 -0.814
C 2.158 -2.626 -1.692 0.994
C 3.273 -1.874 -2.204 -1.138
N 3.292 -0.597 -2.283 0.793
N 4.407 -0.028 -2.823 -0.880
C 4.296 1.270 -2.972 0.434
O 3.303 2.006 -2.686 -0.823
C 5.485 1.932 -3.578 0.331
C 6.732 1.315 -3.633 -0.253
C 7.823 1.993 -4.148 -0.582
C 7.680 3.289 -4.624 -0.300
C 6.436 3.900 -4.590 -0.562
C 5.347 3.228 -4.069 -0.428
C 0.813 -2.126 -1.759 0.737
O 0.490 -1.041 -2.342 -0.938
H -3.159 -2.137 -2.201 -0.121
H -1.899 -3.002 -3.118 0.390
H -1.677 -1.280 -2.716 0.178
H -0.651 -4.660 0.024 0.378
H 1.698 -5.509 0.054 0.339
H 3.456 -4.210 -1.078 0.351
H 4.161 -2.443 -2.526 0.272
H 6.815 0.308 -3.255 0.421
H 8.801 1.523 -4.180 0.340
H 8.537 3.816 -5.028 0.350
H 6.324 4.911 -4.962 0.363
H 4.367 3.681 -4.007 0.386
C -2.822 -0.092 5.040 -2.176
C -1.349 -0.498 4.901 2.390
C -0.461 0.602 5.499 -1.433
C -1.126 -1.804 5.672 -1.827
C -0.929 -0.654 3.451 0.643
C 0.282 -1.256 3.114 -1.307
C 0.706 -1.230 1.795 -1.640
N 0.007 -0.697 0.814 0.302
C -1.187 -0.205 1.104 -0.674
C -1.684 -0.143 2.404 -0.727
C -1.988 0.311 -0.016 0.499
C -3.370 0.109 -0.051 -0.201
C -4.121 0.624 -1.098 0.579
C -3.416 1.306 -2.087 -0.994
C -2.044 1.444 -1.976 -1.010
N -1.349 0.972 -0.963 0.384
C -5.633 0.484 -1.198 2.172
C -6.256 1.817 -1.642 -1.805
C -6.244 0.099 0.150 -2.070
C -5.959 -0.603 -2.231 -1.721
H -3.116 -0.117 6.090 0.448
H -3.461 -0.776 4.484 0.463
H -2.979 0.918 4.667 0.324
H -0.736 0.794 6.535 0.434
H -0.566 1.525 4.932 0.310
H 0.585 0.303 5.471 0.325
H -1.508 -1.706 6.687 0.468
H -0.069 -2.040 5.736 0.307
H -1.644 -2.632 5.189 0.405
H 0.920 -1.687 3.869 0.456
H 1.658 -1.654 1.511 0.963
H -2.631 0.348 2.575 0.752
H -3.814 -0.472 0.740 0.553
H -3.921 1.733 -2.938 0.300
H -1.461 1.979 -2.710 0.520
H -5.936 2.622 -0.985 0.399
H -7.342 1.752 -1.609 0.466
H -5.976 2.076 -2.659 0.335
H -5.942 0.810 0.915 0.424
H -5.930 -0.898 0.448 0.355
H -7.331 0.104 0.087 0.452
H -5.541 -0.350 -3.204 0.315
H -7.039 -0.712 -2.335 0.490
H -5.540 -1.557 -1.916 0.283
O -0.280 5.509 -1.442 -0.701
C 0.125 4.391 -1.442 0.541
N 0.496 3.276 -1.454 -0.663
N 2.925 0.855 1.177 -0.407
C 3.423 0.702 2.212 0.365
C 3.986 0.508 3.457 -0.219
C 5.270 0.937 3.769 0.076
N 6.331 1.270 4.086 -0.624
C 3.263 -0.119 4.454 0.512
N 2.678 -0.645 5.305 -0.647

88
Properties=species:S:1:pos:R:3:mulliken_charge:R:1 method="wB97M-V/def2-TZVPD" largest_force_ha_per_bohr=0.010 homo_lumo_gap_ev=4.971 e_lumo_ev=-0.541 energy_ha=-7986.4824
Sr 0.358 0.811 0.018 1.659
C 0.847 1.299 -2.676 -0.246
C -0.540 1.534 -2.526 -0.161
C -0.704 2.756 -1.847 -0.940
C 0.568 3.278 -1.576 -0.240
C 1.528 2.389 -2.086 -1.087
H 1.306 0.433 -3.136 0.345
H -1.327 0.866 -2.854 0.071
H -1.641 3.244 -1.616 0.461
H 0.769 4.215 -1.079 0.534
H 2.601 2.519 -2.049 0.434
O -6.078 0.297 3.768 -0.501
C -5.959 1.096 2.607 -0.618
C -4.681 0.762 1.891 0.360
C -4.424 1.295 0.635 -1.336
C -3.217 1.013 0.022 -0.322
N -2.287 0.237 0.575 0.367
C -2.544 -0.303 1.767 0.683
C -3.721 -0.058 2.462 -0.849
C -1.486 -1.187 2.341 -0.422
C -1.795 -2.172 3.271 -0.591
C -0.783 -2.975 3.779 0.644
C -1.090 -4.069 4.771 -0.751
O -2.130 -3.739 5.670 -0.507
C 0.512 -2.754 3.332 -1.312
C 0.729 -1.764 2.389 -1.040
N -0.239 -0.997 1.899 1.162
H -6.843 0.589 4.270 0.306
H -5.943 2.161 2.863 0.314
H -6.800 0.929 1.925 0.332
H -5.144 1.932 0.137 0.443
H -2.977 1.424 -0.951 0.395
H -3.893 -0.474 3.442 0.545
H -2.814 -2.330 3.596 0.596
H -0.174 -4.353 5.299 0.378
H -1.439 -4.951 4.230 0.264
H -1.845 -2.997 6.214 0.322
H 1.341 -3.339 3.708 0.432
H 1.730 -1.563 2.023 0.575
Br 7.300 -1.389 1.222 -0.163
C 5.546 -0.823 0.825 -0.465
C 5.094 0.406 1.260 -0.730
C 3.786 0.755 0.949 -0.946
N 2.966 -0.035 0.262 0.970
C 3.423 -1.215 -0.169 0.520
C 4.712 -1.657 0.095 -1.057
C 2.446 -2.046 -0.937 0.379
C 2.838 -3.157 -1.679 -0.832
C 1.858 -3.864 -2.353 -0.196
Br 2.342 -5.377 -3.374 -0.164
C 0.536 -3.465 -2.288 -0.964
C 0.249 -2.336 -1.534 -0.785
N 1.175 -1.647 -0.878 0.825
H 5.715 1.076 1.839 0.465
H 3.390 1.711 1.265 0.956
H 5.059 -2.622 -0.238 0.471
H 3.871 -3.459 -1.748 0.483
H -0.258 -3.993 -2.799 0.536
H -0.775 -1.979 -1.485 0.487
Cl 5.437 2.977 4.079 -0.249
C 3.800 2.939 3.455 0.280
C 3.409 3.827 2.459 -0.726
C 2.130 3.775 1.943 -0.563
C 1.148 2.853 2.415 1.577
C -0.153 2.766 1.874 -2.100
C 1.606 1.967 3.438 -0.223
C 2.890 2.010 3.943 -0.753
H 4.117 4.557 2.085 0.402
H 1.846 4.484 1.174 0.284
H -0.907 2.298 2.507 0.333
H -0.510 3.609 1.292 0.313
H 0.903 1.251 3.852 0.366
H 3.192 1.326 4.727 0.413
S -2.807 -1.893 -3.384 -0.418
C -2.056 -0.977 -4.587 0.268
N -0.763 -1.160 -4.900 -0.002
C -0.060 -0.442 -5.952 -0.714
C -0.647 0.951 -6.093 -0.228
C -2.151 0.850 -6.277 -0.729
N -2.726 -0.035 -5.270 -0.137
H -0.287 -1.868 -4.368 -0.035
H -0.138 -0.991 -6.897 0.373
H 0.994 -0.389 -5.681 0.396
H -0.205 1.454 -6.952 0.426
H -0.418 1.529 -5.197 0.011
H -2.392 0.475 -7.277 0.318
H -2.614 1.830 -6.168 0.418
H -3.682 0.085 -4.983 0.211

102
Properties=species:S:1:pos:R:3:mulliken_spin:R:1 method="wB97M-V/def2-TZVPD" largest_force_ha_per_bohr=0.088 homo_lumo_gap_ev="6.722 / 4.184" e_lumo_ev="-0.894 / -3.506" energy_ha=-7780.7433 spin_multiplicity=3
Mo -1.270 -0.570 0.429 0.942
Br -1.475 -2.670 -8.545 0.000
C -0.311 -3.341 -7.215 0.001
C -0.797 -3.619 -5.947 0.000
C 0.062 -4.136 -4.989 0.001
C 1.397 -4.389 -5.307 0.000
C 1.855 -4.115 -6.591 0.001
C 1.012 -3.573 -7.543 0.000
N 2.364 -5.053 -4.473 0.003
N 2.392 -5.131 -3.228 -0.001
C 1.784 -4.293 -2.244 0.009
C 1.260 -4.940 -1.154 -0.005
C 0.512 -4.265 -0.171 0.013
C 0.404 -2.912 -0.249 -0.007
O -0.355 -2.177 0.575 0.065
C 1.084 -2.183 -1.254 0.004
N 0.968 -0.830 -1.164 -0.010
C 1.543 -0.130 -2.110 -0.005
C 2.246 -0.697 -3.187 -0.007
C 2.364 -2.053 -3.279 0.006
C 1.759 -2.859 -2.294 -0.006
H -1.828 -3.422 -5.700 0.000
H -0.326 -4.362 -4.007 0.000
H 2.892 -4.322 -6.823 0.000
H 1.374 -3.349 -8.537 0.000
H 1.350 -6.019 -1.122 0.000
H 0.004 -4.781 0.633 0.001
H 1.477 0.948 -2.032 0.022
H 2.683 -0.048 -3.935 -0.001
H 2.916 -2.497 -4.094 0.000
C 0.172 4.129 -4.442 0.008
C -0.581 2.847 -4.776 -0.011
S -1.160 1.868 -3.379 0.354
C -2.270 3.052 -2.544 0.011
C -1.534 3.760 -1.407 0.008
S -0.005 2.845 -1.099 0.472
C 1.150 4.203 -0.829 0.024
C 1.541 4.950 -2.108 0.015
S 1.737 3.858 -3.552 0.024
H -0.442 4.808 -3.852 -0.005
H 0.424 4.628 -5.377 0.003
H 0.056 2.160 -5.336 0.001
H -1.451 3.083 -5.394 0.020
H -3.095 2.456 -2.160 0.000
H -2.660 3.748 -3.285 -0.003
H -2.083 3.763 -0.465 0.008
H -1.270 4.782 -1.672 0.000
H 2.021 3.717 -0.390 0.001
H 0.701 4.865 -0.084 0.018
H 2.505 5.438 -1.971 -0.004
H 0.810 5.714 -2.369 0.001
N 4.068 -0.034 5.290 0.000
C 2.857 -0.559 4.874 0.001
C 1.908 -0.982 5.805 0.000
C 0.701 -1.507 5.385 -0.001
C 0.430 -1.644 4.030 -0.004
C 1.395 -1.287 3.095 0.009
C 2.591 -0.741 3.514 0.002
S -1.142 -2.329 3.604 -0.002
O -0.898 -3.607 2.995 0.002
O -1.949 -2.267 4.787 0.001
N -1.760 -1.314 2.456 -0.006
C -3.073 -1.082 2.292 0.039
N -4.088 -1.515 3.033 -0.008
C -5.291 -1.108 2.659 0.016
C -5.528 -0.277 1.571 0.001
C -4.436 0.089 0.824 0.010
N -3.218 -0.313 1.168 -0.013
H 4.130 0.300 6.235 0.000
H 4.609 0.477 4.616 0.000
H 2.120 -0.891 6.865 0.000
H -0.049 -1.815 6.100 0.000
H 1.225 -1.435 2.040 -0.007
H 3.339 -0.457 2.782 0.000
H -6.112 -1.477 3.265 0.000
H -6.522 0.041 1.296 0.000
H -4.528 0.700 -0.061 -0.003
C 2.463 2.930 7.277 0.000
C 1.660 2.602 6.046 0.000
C 2.096 2.993 4.782 0.000
C 1.323 2.746 3.661 0.000
C 0.108 2.088 3.806 0.004
C -0.332 1.664 5.047 -0.001
C 0.451 1.926 6.160 0.000
S -0.947 1.911 2.410 0.007
O -2.247 1.543 2.879 0.003
O -0.883 3.169 1.687 0.019
O -0.288 0.817 1.542 -0.015
H 3.454 3.302 7.018 0.000
H 2.572 2.055 7.921 0.000
H 1.957 3.701 7.861 0.000
H 3.044 3.508 4.677 0.000
H 1.636 3.073 2.678 0.000
H -1.285 1.157 5.132 0.000
H 0.113 1.597 7.136 0.000
F -4.819 -1.036 -1.772 0.000
Te -3.029 -0.539 -2.458 0.000
F -3.093 -0.336 -4.408 0.003
F -3.314 -2.298 -3.098 0.000
F -1.241 -1.151 -2.869 -0.005
F -2.484 -1.847 -0.791 -0.001
O -1.603 0.574 -0.794 -0.020